Here is a molecular structure, C17H15AgF6IN2O2PSbSe2Te2 from OMol25. Energies are from ωB97M-V/def2-TZVPD.

Computed properties:
Multiplicity: 2
HOMO-LUMO gap (spin up / spin down) (Eh): 0.215 / 0.191
Charge: -2
⟨S²⟩: 0.757

Geometry as XYZ:
```
50
C17H15AgF6IN2O2PSbSe2Te2 ωB97M-V/def2-TZVPD
Ag -0.2493 0.2329 0.3028
Se -1.0515 -2.3438 -0.9645
Te 0.7195 -3.7460 -0.1392
Te -1.5690 -3.0272 2.9370
Se -2.2794 -1.5920 1.0405
O 1.9610 3.7122 2.2754
C 1.0213 3.1494 1.6955
O 0.1884 2.3171 2.1412
C 0.8393 3.5167 0.1895
P -0.4742 2.4817 -0.5309
C -2.0232 3.2875 0.0204
C -2.6382 2.8428 1.1880
C -3.8123 3.4351 1.6286
C -4.3852 4.4735 0.9076
C -3.7779 4.9218 -0.2567
C -2.6024 4.3305 -0.6977
C -0.4764 2.8557 -2.3162
C -1.2242 2.0120 -3.1373
C -1.2859 2.2248 -4.5057
C -0.5919 3.2897 -5.0675
C 0.1600 4.1327 -4.2615
C 0.2174 3.9188 -2.8896
H 1.7755 3.3208 -0.3399
H 0.6232 4.5837 0.0995
H -2.1778 2.0460 1.7582
H -4.2817 3.0777 2.5366
H -5.3078 4.9283 1.2485
H -4.2242 5.7257 -0.8297
H -2.1436 4.6717 -1.6184
H -1.7537 1.1673 -2.7135
H -1.8629 1.5478 -5.1227
H -0.6334 3.4561 -6.1374
H 0.7063 4.9607 -4.6986
H 0.8037 4.5842 -2.2687
I 4.6881 1.4094 3.8389
C 3.1557 0.3391 2.9883
C 2.3295 -0.5721 3.6093
N 1.4650 -0.9979 2.6819
N 1.6690 -0.4154 1.4942
C 2.6972 0.4055 1.6684
H 2.2957 -0.9297 4.6236
H 0.6859 -1.6573 2.8047
H 3.0486 1.0306 0.8646
F -2.7135 -0.7029 -3.5030
Sb -3.4069 -1.7833 -4.9017
F -2.5993 -0.6280 -6.1794
F -1.8387 -2.8376 -4.8659
F -4.0986 -2.8570 -6.3059
F -4.2264 -2.9180 -3.6323
F -4.9587 -0.6956 -4.9658
```

Partial atomic charges computed with the Mulliken method, in multiples of e: 0.31, -0.01, -0.23, -0.49, -0.30, -0.75, 0.11, -0.61, -0.62, 1.15, 0.51, -0.33, -0.71, -0.39, -0.68, -0.20, 0.21, -0.71, -0.58, -0.49, -0.67, -0.03, 0.40, 0.47, 0.34, 0.38, 0.35, 0.37, 0.29, 0.46, 0.45, 0.37, 0.38, 0.31, 0.09, -0.28, -0.43, 0.54, -0.40, -0.53, 0.45, 0.01, 0.46, -0.52, 2.51, -0.58, -0.59, -0.58, -0.59, -0.60

=====

Here is a molecular structure, C17H15AgF6IN2O2PSbSe2Te2 from OMol25. Energies are from ωB97M-V/def2-TZVPD.

Computed properties:
Multiplicity: 2
HOMO-LUMO gap (spin up / spin down) (Eh): 0.200 / 0.183
Charge: -2
⟨S²⟩: 0.758

Geometry as XYZ:
```
50
C17H15AgF6IN2O2PSbSe2Te2 ωB97M-V/def2-TZVPD
Ag -1.2550 1.1327 0.8100
Se -0.2986 2.8383 2.6012
Te -1.9099 4.6264 2.2803
Te -3.8281 1.7006 4.4738
Se -1.6758 0.9734 3.4430
O -2.9059 -0.2360 -3.0075
C -2.1246 -0.2487 -2.0558
O -2.3782 -0.3844 -0.8183
C -0.6009 -0.0964 -2.3486
P 0.2487 -0.2690 -0.7301
C 0.0743 -2.0740 -0.4209
C -0.7791 -2.5182 0.5841
C -0.9311 -3.8745 0.8343
C -0.2158 -4.8045 0.0927
C 0.6424 -4.3720 -0.9090
C 0.7793 -3.0150 -1.1665
C 2.0373 -0.1733 -1.1179
C 2.9647 -0.7672 -0.2609
C 4.3214 -0.5484 -0.4189
C 4.7810 0.2754 -1.4382
C 3.8731 0.8762 -2.2936
C 2.5106 0.6585 -2.1289
H -0.4204 0.8993 -2.7573
H -0.2757 -0.8395 -3.0784
H -1.3362 -1.7919 1.1622
H -1.6126 -4.2031 1.6094
H -0.3211 -5.8632 0.2989
H 1.2077 -5.0902 -1.4912
H 1.4524 -2.6826 -1.9483
H 2.6178 -1.3917 0.5535
H 5.0194 -0.9937 0.2785
H 5.8415 0.4647 -1.5473
H 4.2195 1.5409 -3.0759
H 1.8131 1.1449 -2.7997
I -7.2445 1.7693 -1.9887
C -5.7119 1.5042 -0.6493
C -5.6371 0.5518 0.3418
N -4.4774 0.7719 0.9725
N -3.7944 1.7936 0.4677
C -4.5320 2.2566 -0.5262
H -6.3024 -0.2473 0.6176
H -4.0933 0.2841 1.7685
H -4.2067 3.1045 -1.1060
F 2.2196 1.3444 1.5823
Sb 3.4820 2.4788 2.4133
F 4.3912 2.7076 0.7665
F 2.4668 4.0203 2.0049
F 4.7645 3.5702 3.2928
F 2.5787 2.2399 4.0544
F 4.5619 0.9563 2.7790
```

Partial atomic charges computed with the Mulliken method, in multiples of e: 0.09, 0.09, -0.21, -0.52, -0.43, -0.79, 0.20, -0.42, -0.67, 1.19, 0.18, -0.21, -0.58, -0.39, -0.71, -0.03, 0.58, -0.51, -0.52, -0.48, -0.52, -0.55, 0.40, 0.40, 0.20, 0.38, 0.35, 0.37, 0.34, 0.42, 0.34, 0.34, 0.36, 0.20, 0.04, -0.25, -0.46, 0.59, -0.21, -0.59, 0.43, 0.04, 0.45, -0.43, 2.38, -0.59, -0.58, -0.57, -0.57, -0.60

=====

Energy above the lowest of the compared OMol25 structures with the same formula, charge and spin, record by record: 86.6, 164.0 kJ/mol
Max |F|, record by record: 0.3, 0.7 eV/Å